*w*
{
  "formula": "C5H13NO3",
  "method": "the ωB97M-V functional and the def2-TZVPD basis",
  "symbols": ["N", "C", "O", "C", "C", "C", "C", "O", "H", "H", "H", "H", "H", "H", "H", "H", "H", "H", "H", "O", "H", "H"],
  "coordinates": [[-0.6250, 2.8692, 1.0838], [0.2437, 1.8396, 1.2680], [0.5476, 1.3459, 2.3376], [0.8713, 1.2586, -0.0131], [-0.2961, 0.6450, -0.8620], [-0.3481, -0.8625, -0.6737], [0.1279, -1.6570, -1.9052], [-0.2662, -3.0123, -1.6577], [-0.4479, 3.5541, 0.3628], [-1.4061, 3.2672, 1.5857], [1.5964, 0.4658, 0.1868], [1.3451, 2.0368, -0.5695], [-1.2356, 1.2090, -0.6250], [-0.0560, 1.1611, -1.8099], [-1.4426, -1.0741, -0.6195], [0.1925, -1.1435, 0.2703], [1.1623, -1.5429, -2.2615], [-0.4718, -1.3885, -2.7773], [-0.2290, -3.2333, -0.7244], [-0.0687, -1.9953, 2.2319], [0.8647, -2.2396, 2.1140], [-0.0585, -1.5032, 3.0577]],
  "nbo_charge": [-0.87, 0.69, -0.60, -0.48, -0.41, -0.46, -0.05, -0.73, 0.38, 0.41, 0.22, 0.21, 0.22, 0.21, 0.22, 0.24, 0.16, 0.17, 0.47, -0.94, 0.47, 0.48],
  "charge": 0,
  "homo_energy_ev": -9.55,
  "smiles": "NC(=O)CCCCO.O",
  "orbital_gap_ev": 10.2595
}

*x*
{
  "formula": "C5H13NO3",
  "method": "the ωB97M-V functional and the def2-TZVPD basis",
  "symbols": ["C", "C", "N", "O", "H", "H", "H", "H", "H", "H", "H", "C", "C", "C", "O", "O", "H", "H", "H", "H", "H", "H"],
  "coordinates": [[-0.9791, -0.1371, -0.1439], [-1.9444, -1.1981, 0.3828], [-0.8098, -0.3336, -1.5486], [-1.5534, 1.1836, 0.0585], [-1.6950, 1.3203, 1.0037], [-0.1218, -0.2631, 1.3971], [-0.1559, 0.3321, -1.9449], [-1.6866, -0.1953, -2.0457], [-2.0674, -1.1107, 1.4644], [-2.9324, -1.0634, -0.0686], [-1.5659, -2.1924, 0.1532], [1.4895, 2.1709, -0.2048], [1.4528, -1.5077, 0.1248], [0.9946, -0.1001, 0.3911], [1.6203, 0.7539, -0.4480], [0.8004, 0.3486, 1.6537], [0.4603, 2.4851, -0.3752], [1.7960, 2.4080, 0.8129], [2.1874, 2.6361, -0.8969], [0.8513, -2.2079, 0.6981], [1.3710, -1.7469, -0.9315], [2.4881, -1.5823, 0.4677]],
  "nbo_charge": [0.24, -0.67, -0.86, -0.76, 0.47, 0.52, 0.37, 0.35, 0.20, 0.22, 0.23, -0.27, -0.67, 0.62, -0.53, -0.75, 0.21, 0.19, 0.19, 0.21, 0.25, 0.22],
  "charge": 0,
  "homo_energy_ev": -8.16,
  "orbital_gap_ev": 8.9662
}

Which one sits at the top of the stability order? *w* does.

*w*
{
  "formula": "C5H7N3OS",
  "method": "the ωB97M-V functional and the def2-TZVPD basis",
  "symbols": ["C", "C", "C", "C", "C", "N", "N", "N", "O", "S", "H", "H", "H", "H", "H", "H", "H"],
  "coordinates": [[-1.2077, -1.6406, 0.8248], [-0.2845, -2.4828, 0.0252], [-1.1667, -0.3500, 1.0304], [0.6853, -1.6725, -0.5665], [-0.1257, 0.4730, 0.3810], [0.7425, -0.2886, -0.3504], [1.3659, 2.7935, -1.7465], [-0.0070, 1.7588, 0.3101], [2.2638, 3.4156, 0.5576], [1.8335, 2.3612, -0.3590], [-2.1866, -2.1771, 1.0558], [-0.3556, -3.4976, -0.0350], [-1.8184, 0.2204, 1.7927], [1.6468, -2.0289, -1.0461], [1.3918, 3.7779, -1.8523], [-0.8038, 2.2534, 0.8750], [1.0188, 0.2348, -0.9342]],
  "nbo_charge": [-0.15, -0.29, -0.28, 0.06, 0.45, -0.51, -1.13, -0.76, -0.94, 1.51, 0.23, 0.23, 0.23, 0.23, 0.36, 0.39, 0.37],
  "charge": 0,
  "homo_energy_ev": -8.62,
  "orbital_gap_ev": 8.5659
}

*x*
{
  "formula": "C5H7N3OS",
  "method": "the ωB97M-V functional and the def2-TZVPD basis",
  "symbols": ["C", "C", "C", "C", "C", "N", "N", "N", "O", "S", "H", "H", "H", "H", "H", "H", "H"],
  "coordinates": [[-0.5932, -1.5736, 0.6787], [-1.5583, -0.7366, 0.2380], [1.2707, -0.5316, -0.2179], [-0.5185, 1.0301, -0.2429], [2.7053, -0.6519, -0.6120], [0.6813, -1.5876, 0.3087], [0.7457, 0.6658, -0.2104], [-0.9588, 2.0582, 0.5212], [-3.5263, 0.7941, -0.1854], [-3.0790, -0.6109, -0.3044], [-0.8179, -2.2435, 1.5117], [-1.0309, 0.9785, -1.2046], [3.0911, -1.6283, -0.3357], [3.2812, 0.1332, -0.1298], [2.7979, -0.5239, -1.6889], [-1.9459, 2.2609, 0.4407], [-0.5444, 2.1671, 1.4329]],
  "nbo_charge": [0.05, -0.49, 0.47, 0.30, -0.65, -0.52, -0.52, -0.78, -0.95, 1.15, 0.21, 0.22, 0.23, 0.24, 0.23, 0.42, 0.39],
  "charge": 0,
  "homo_energy_ev": -8.89,
  "orbital_gap_ev": 8.0528
}

Which one sits at the top of the stability order? *x* does.

*w*
{
  "formula": "C16H19N3O3",
  "method": "the ωB97M-V functional and the def2-TZVPD basis",
  "symbols": ["C", "C", "N", "C", "C", "C", "C", "C", "C", "C", "C", "C", "C", "O", "N", "C", "C", "O", "N", "C", "C", "O", "H", "H", "H", "H", "H", "H", "H", "H", "H", "H", "H", "H", "H", "H", "H", "H", "H", "H", "H"],
  "coordinates": [[1.5873, -0.4656, -2.3010], [0.7941, -0.6678, -1.0840], [-0.3783, -1.1372, -1.2844], [-1.1198, -1.3367, -2.3264], [-2.6411, -1.0985, -1.8655], [-2.9106, 0.0720, -1.4343], [-2.9287, 0.2969, -0.0267], [-3.1169, 1.8636, 0.1911], [-3.3603, 2.8093, -0.7364], [-3.4917, 2.4214, -2.0671], [-3.0182, 1.0447, -2.6133], [1.6043, -0.6853, 0.2696], [2.8544, -0.0936, 0.5260], [3.5356, 0.2957, -0.4231], [3.3391, 0.1581, 1.6004], [4.6852, 0.6971, 1.8252], [2.5082, -0.1327, 2.8235], [2.8977, 0.0291, 4.1557], [1.4291, -0.4259, 2.5207], [0.5285, -0.9490, 3.9528], [0.7615, -0.9116, 1.3552], [-0.3973, -1.4799, 1.4179], [2.7293, -0.2132, -2.1186], [1.6890, -1.3528, -3.0065], [1.0664, 0.3604, -2.7090], [-0.7041, -1.2948, -0.1971], [-0.8251, -0.5582, -3.2177], [-0.8109, -2.4906, -2.7579], [-2.9200, -2.0192, -1.0847], [-3.1419, -1.6143, -2.8111], [-2.6793, -0.4294, 0.6265], [-3.1427, 2.1248, 1.2663], [-3.6225, 3.6920, -0.5093], [-3.7394, 3.2997, -2.6928], [-3.0140, 0.9222, -3.5622], [5.3720, 0.1280, 1.4575], [4.8261, 0.6904, 2.9434], [4.6529, 1.6937, 1.5943], [1.1573, -1.7372, 4.2879], [0.4059, 0.1232, 4.4380], [-0.4612, -1.6287, 3.5767]],
  "nbo_charge": [-0.75, 0.47, -0.57, -0.18, -0.43, -0.07, -0.20, -0.12, -0.28, -0.13, -0.20, -0.35, 0.60, -0.71, -0.38, -0.38, 0.77, -0.73, -0.45, -0.39, 0.64, -0.70, 0.32, 0.24, 0.23, 0.47, 0.22, 0.22, 0.21, 0.23, 0.23, 0.20, 0.20, 0.20, 0.19, 0.20, 0.24, 0.21, 0.21, 0.26, 0.25],
  "charge": 0,
  "homo_energy_ev": -8.68,
  "smiles": "CC(NCCc1ccccc1)=C1C(=O)N(C)C(=O)N(C)C1=O",
  "orbital_gap_ev": 8.6991
}

*x*
{
  "formula": "C16H19N3O3",
  "method": "the ωB97M-V functional and the def2-TZVPD basis",
  "symbols": ["N", "C", "C", "C", "C", "N", "C", "C", "C", "C", "C", "C", "C", "O", "N", "C", "C", "C", "C", "C", "O", "O", "H", "H", "H", "H", "H", "H", "H", "H", "H", "H", "H", "H", "H", "H", "H", "H", "H", "H", "H"],
  "coordinates": [[0.1319, -0.3531, 1.5268], [0.3240, -1.3548, 0.4855], [-0.5351, -0.9775, -0.7042], [-2.0268, -1.0696, -0.4320], [-2.8114, -2.1544, -0.3725], [-4.1060, -1.7939, -0.0849], [-4.2223, -0.4205, -0.0938], [-5.3524, 0.4089, 0.0427], [-5.0701, 1.7505, -0.0578], [-3.7875, 2.2767, -0.2013], [-2.6782, 1.4407, -0.3571], [-2.9390, 0.0608, -0.3407], [1.7889, -1.5448, 0.0972], [2.1066, -2.6678, -0.3238], [2.7245, -0.5762, 0.0553], [3.9352, -0.9334, -0.7434], [4.7467, 0.3128, -0.7216], [4.3827, 1.0372, 0.5935], [2.8813, 0.7497, 0.6658], [2.0149, 1.8017, -0.1315], [2.3915, 2.4588, -1.0474], [0.7137, 1.7782, 0.2839], [0.8218, -0.5278, 2.2126], [-0.7449, -0.5654, 2.0129], [0.0796, -2.3800, 0.8029], [-0.3390, 0.0928, -0.9336], [-0.2257, -1.5463, -1.6225], [-2.5502, -3.1528, -0.5249], [-4.9025, -2.3914, -0.0431], [-6.4016, 0.1146, 0.1894], [-5.9401, 2.4315, 0.1793], [-3.6336, 3.3321, -0.2579], [-1.7084, 1.9303, -0.4653], [3.6186, -1.2117, -1.7506], [4.4148, -1.7397, -0.2443], [4.5562, 0.9892, -1.5667], [5.8098, 0.0376, -0.6649], [4.5861, 2.0934, 0.5974], [4.9598, 0.6153, 1.4100], [2.3821, 0.7162, 1.6139], [0.6038, 0.9321, 0.9166]],
  "nbo_charge": [-0.82, -0.13, -0.44, -0.13, -0.02, -0.52, 0.11, -0.24, -0.21, -0.24, -0.21, -0.04, 0.67, -0.63, -0.43, -0.21, -0.42, -0.40, -0.14, 0.79, -0.58, -0.74, 0.37, 0.40, 0.22, 0.24, 0.24, 0.21, 0.41, 0.22, 0.21, 0.21, 0.24, 0.22, 0.21, 0.23, 0.22, 0.24, 0.21, 0.20, 0.49],
  "charge": 0,
  "homo_energy_ev": -8.09,
  "smiles": "N[C@@H](Cc1c[nH]c2ccccc12)C(=O)N1CCC[C@H]1C(=O)O",
  "orbital_gap_ev": 8.5707
}

*y*
{
  "formula": "C16H19N3O3",
  "method": "the ωB97M-V functional and the def2-TZVPD basis",
  "symbols": ["O", "C", "O", "C", "C", "C", "C", "N", "C", "C", "C", "C", "C", "C", "N", "C", "O", "C", "C", "C", "C", "N", "H", "H", "H", "H", "H", "H", "H", "H", "H", "H", "H", "H", "H", "H", "H", "H", "H", "H", "H"],
  "coordinates": [[-0.8756, 2.7497, 1.9523], [-0.2268, 2.2961, 0.9863], [0.3566, 3.2415, 0.2964], [0.0900, 0.8290, 0.7362], [0.8012, 0.6373, -0.7650], [2.3138, 0.7516, -0.6356], [3.1931, 1.7638, -1.0721], [4.5594, 1.4404, -0.7395], [4.5705, 0.1612, -0.2252], [5.5659, -0.5038, 0.2248], [5.2790, -1.7942, 0.7283], [3.9207, -2.3518, 0.6954], [2.9690, -1.4481, 0.3816], [3.1588, -0.2225, -0.1743], [-1.0541, 0.0059, 0.8369], [-2.1267, 0.4812, 0.0933], [-1.9154, 1.6033, -0.4864], [-3.5719, 0.0164, 0.5459], [-4.0578, -1.5799, 0.7460], [-5.0042, -1.9193, -0.3669], [-4.9564, -0.5760, -1.2379], [-4.7623, 0.5940, -0.1784], [0.1998, 4.0982, 0.4026], [0.9334, 0.7130, 1.6320], [0.5114, -0.3002, -1.2268], [0.2347, 1.6098, -1.2349], [2.8052, 2.7788, -1.4956], [5.2236, 1.9348, -1.4472], [6.7243, -0.4031, -0.2272], [6.2181, -2.5111, 0.6611], [3.6862, -3.4136, 0.8510], [1.8581, -1.8211, 0.1694], [-1.2452, -1.0022, 1.3179], [-3.5777, 0.3931, 1.6184], [-4.2004, -1.7333, 1.8392], [-3.0296, -2.0538, 0.5514], [-5.9027, -2.4029, 0.0389], [-4.4038, -2.5069, -1.2088], [-5.8078, -0.2324, -1.8816], [-4.1432, -0.6577, -1.9451], [-4.3109, 1.3350, -0.7569]],
  "nbo_charge": [-0.64, 0.80, -0.69, -0.13, -0.44, -0.12, 0.01, -0.55, 0.11, -0.24, -0.20, -0.25, -0.18, -0.09, -0.64, 0.65, -0.65, -0.15, -0.41, -0.45, -0.23, -0.59, 0.50, 0.26, 0.22, 0.28, 0.23, 0.42, 0.22, 0.21, 0.23, 0.18, 0.44, 0.24, 0.24, 0.19, 0.24, 0.22, 0.21, 0.17, 0.37],
  "charge": 0,
  "homo_energy_ev": -7.87,
  "smiles": "O=C(O)[C@H](Cc1c[nH]c2ccccc12)NC(=O)[C@@H]1CCCN1",
  "orbital_gap_ev": 8.3401
}

Which one sits at the top of the stability order? *x* does.